Record 1
Computed, not measured: C31H39N5O2P2Zn as an isolated structure, with the ωB97M-V functional and the def2-TZVPD basis.

```
! wB97M-V def2-TZVPD RIJCOSX def2/J DEFGRID3
* xyz 0 1
Zn 0.12647 0.13105 -0.13556
C -2.05863 1.88905 -8.14332
C -2.14131 0.65428 -7.62204
C -1.38445 -0.54670 -8.09297
C 0.01106 -0.28754 -8.69816
C 0.89135 0.57908 -7.82719
C 0.96354 1.90352 -7.85732
C 0.21720 2.82099 -8.80137
C -1.17291 2.34853 -9.26743
C 1.53682 0.95088 1.07888
H -2.79227 2.63617 -7.83318
H -2.93901 0.43197 -6.91658
H -1.97473 -1.10752 -8.84007
H -1.25544 -1.23097 -7.23998
H 0.50313 -1.26707 -8.81145
H -0.09056 0.09988 -9.71798
H 1.60540 0.01092 -7.22478
H 1.73860 2.41788 -7.28409
H 0.81642 3.03277 -9.70222
H 0.09059 3.79342 -8.30589
H -1.66082 3.21494 -9.73927
H -1.07305 1.61128 -10.06876
H 0.96661 1.54255 1.81031
H 2.25858 1.60875 0.58191
H 2.10203 0.19516 1.64243
P 1.71640 -0.48530 -1.80202
P -1.44079 -0.79375 -1.69443
N 2.69303 0.81661 -2.32625
N 2.83457 -1.70556 -1.37475
N -2.17402 0.47105 -2.59487
N -2.85969 -1.73080 -1.38554
C 0.87895 -1.09276 -3.30106
C -0.51614 -1.72026 -2.99790
C 2.49537 2.14790 -1.91729
C 3.41119 2.95204 -2.56326
C 4.18029 2.10408 -3.44060
C 3.71823 0.81033 -3.27623
C 3.68161 -1.62937 -0.24718
C 4.30754 -2.85153 -0.08346
C 3.83393 -3.72800 -1.11886
C 2.91901 -3.01263 -1.87953
C -2.36988 1.76857 -2.09739
C -2.77046 2.59108 -3.13158
C -2.83210 1.78268 -4.32210
C -2.48393 0.49362 -3.95246
C -3.98586 -1.95137 -2.18851
C -4.81687 -2.85729 -1.55570
C -4.18764 -3.23049 -0.31729
C -2.98557 -2.54449 -0.25270
H 1.52775 -1.83577 -3.79138
H 0.78013 -0.22075 -3.97707
H -1.11708 -1.78785 -3.92184
H -0.40714 -2.74340 -2.58574
H 1.72103 2.38877 -1.19547
H 3.53135 4.02115 -2.43194
H 4.97296 2.42498 -4.10615
H 4.00735 -0.12060 -3.74874
H 3.72540 -0.72565 0.33870
H 5.02619 -3.10742 0.69053
H 4.12941 -4.75845 -1.28329
H 2.32209 -3.30710 -2.72211
H -2.22134 1.96394 -1.03524
H -3.00111 3.64685 -3.07832
H -3.08591 2.09440 -5.32805
H -2.43261 -0.41512 -4.54155
H -4.09092 -1.43876 -3.13782
H -5.76208 -3.22018 -1.92974
H -4.57058 -3.91006 0.42480
H -2.19285 -2.53834 0.48204
O -2.42950 0.70750 1.81634
C -1.83528 -0.29309 2.18909
C -2.19990 -1.12360 3.43618
C -1.22621 -2.28087 3.42488
C -0.38995 -2.07446 2.14160
O 0.42390 -2.88070 1.71148
N -0.75515 -0.87376 1.53639
H -2.09088 -0.50819 4.34084
H -3.24660 -1.45738 3.38477
H -0.56686 -2.25468 4.30469
H -1.73078 -3.25917 3.42252
*
```

The HOMO-LUMO gap is 7.52 eV.

---

Record 2
Computed, not measured: C31H40AsF6N5W as an isolated structure, with the ωB97M-V functional and the def2-TZVPD basis.

```
! wB97M-V def2-TZVPD RIJCOSX def2/J DEFGRID3
* xyz 3 4
W -1.06468 -0.31229 0.36443
C -4.17818 0.42205 1.58734
C -2.74484 0.51263 2.00558
C -2.01130 1.70003 1.83653
C -0.86616 1.96266 2.60942
C -0.20392 3.29877 2.52740
C -0.42973 1.00630 3.54124
C -1.03295 -0.23481 3.60603
C -0.59780 -1.27286 4.59127
C -2.10427 -0.52502 2.71108
H -4.77038 0.83982 2.40659
H -4.50329 -0.60828 1.45656
H -4.39102 1.01154 0.69851
H -2.42083 2.49934 1.23130
H -0.53731 3.90672 3.37376
H -0.47582 3.82966 1.61669
H 0.88050 3.22059 2.61283
H 0.37564 1.25489 4.22365
H -1.32153 -1.30778 5.41051
H 0.37785 -1.05449 5.02114
H -0.59115 -2.27742 4.15974
H -2.62489 -1.46918 2.83476
N 0.67645 -1.06402 1.51634
C 1.90354 -1.75920 1.11135
C 2.87728 -1.84042 2.10080
C 4.04184 -2.54866 1.88206
C 4.20194 -3.19340 0.66390
C 3.22987 -3.09307 -0.31193
C 2.04459 -2.35420 -0.13660
C 1.07596 -2.16509 -1.25684
C 1.40218 -2.74455 -2.48878
C 0.65224 -2.54886 -3.63376
C -0.47702 -1.74708 -3.58567
C -0.84932 -1.20547 -2.37470
C -0.10416 -1.37644 -1.17692
H 0.97219 -0.26247 2.07895
H 0.25625 -1.66925 2.22243
H 2.70913 -1.35920 3.05922
H 4.79874 -2.61628 2.65095
H 5.08953 -3.78066 0.47237
H 3.41210 -3.61975 -1.23330
H 2.27467 -3.36793 -2.58460
H 0.95453 -3.02225 -4.55843
H -1.07086 -1.56582 -4.47125
H -1.74806 -0.60434 -2.37204
C -4.36076 -0.85221 -1.41967
C -3.65366 -1.90145 -0.64441
N -2.51775 -1.81218 0.05786
C -2.25267 -3.08345 0.56803
C -3.23081 -3.92480 0.17614
N -4.09276 -3.16407 -0.57664
H -3.88398 0.11310 -1.30941
H -5.39723 -0.76988 -1.08958
H -4.36744 -1.11396 -2.47916
H -1.36853 -3.30538 1.13965
H -3.38714 -4.97338 0.35745
H -4.93590 -3.49854 -1.02203
C 1.42456 2.56715 -1.16376
C 2.49357 3.55799 -1.88712
N 3.69099 2.79557 -1.98999
C 4.28201 2.50341 -0.72701
C 3.20570 1.55879 0.04200
N 2.09710 1.33526 -0.84794
C 2.53279 0.66470 -2.04378
C 3.55834 1.65034 -2.82709
H 0.59969 2.38557 -1.84890
H 1.06034 3.05457 -0.26101
H 2.65361 4.44173 -1.27480
H 2.12073 3.83357 -2.87041
H 4.44446 3.41550 -0.15807
H 5.21740 1.96472 -0.85574
H 2.87536 2.07206 0.94368
H 3.68519 0.61583 0.29912
H 1.68480 0.44626 -2.69130
H 3.05079 -0.25650 -1.78871
H 3.14040 1.92797 -3.79153
H 4.51652 1.15252 -2.95443
F -1.87228 0.97589 -0.87519
As -2.68155 3.08404 -2.02229
F -1.33390 2.72122 -3.00676
F -3.21479 4.49549 -2.69758
F -3.54207 1.89155 -2.86777
F -3.77731 2.88376 -0.73119
F -1.55141 3.65278 -0.86056
*
```

As for the energy relative to the best compared isomer or geometry (same formula, charge and spin): 53.9 kJ/mol. The HOMO-LUMO gap (spin up / spin down) is 6.07 / 5.96 eV. As for the expectation value of S²: 3.7761.

---

Record 3
Computed, not measured: C31H40BFeNO2S as an isolated structure, with the ωB97M-V functional and the def2-TZVPD basis.

```
! wB97M-V def2-TZVPD RIJCOSX def2/J DEFGRID3
* xyz 0 5
C -3.14576 -6.29506 -1.50960
C -2.40248 -5.03241 -1.71446
C -1.98008 -4.44528 -2.88891
C -1.29356 -3.19114 -2.69151
C -1.21805 -2.85461 -1.35302
B -0.68183 -1.49465 -0.57877
C 0.93181 -1.72266 -0.54000
C 1.62597 -1.84118 0.66470
C 2.97124 -2.22980 0.65466
C 3.66315 -2.41554 -0.57553
N 4.98985 -2.72053 -0.61162
C 5.68832 -2.94788 -1.85884
C 5.77192 -2.86675 0.59171
C 2.94261 -2.23522 -1.78467
C 1.59752 -1.87952 -1.74925
O -1.11581 -0.42867 -1.44086
C -2.41374 -0.11619 -0.95530
C -2.74277 1.30933 -1.32644
C -3.46128 -0.98175 -1.63805
C -2.32664 -0.47049 0.63670
C -1.76107 0.56426 1.59889
C -3.66253 -0.89088 1.21842
O -1.37340 -1.52886 0.67072
S -1.94864 -4.05181 -0.34322
H -3.38229 -6.74954 -2.47583
H -2.54564 -7.00279 -0.92152
H -4.07948 -6.09364 -0.96754
H -2.16532 -4.88996 -3.86728
H -0.89791 -2.60894 -3.51690
H 1.12399 -1.66928 1.61677
H 3.49743 -2.39314 1.59785
H 5.12461 -3.60238 -2.54108
H 5.88350 -1.99637 -2.38317
H 6.64984 -3.41516 -1.61672
H 5.51962 -2.08642 1.31707
H 5.61755 -3.84573 1.06998
H 6.82364 -2.76864 0.30581
H 3.43392 -2.39102 -2.74393
H 1.04102 -1.78103 -2.68096
H -3.68534 1.60483 -0.84958
H -1.93446 1.98543 -1.04987
H -2.85070 1.38622 -2.41683
H -4.45783 -0.55813 -1.43921
H -3.29103 -0.97442 -2.72138
H -3.43393 -2.02005 -1.28652
H -2.44016 1.40555 1.77985
H -1.59004 0.07438 2.57014
H -0.79320 0.93264 1.23556
H -4.34981 -0.03274 1.15201
H -4.10733 -1.74618 0.70674
H -3.53103 -1.13650 2.27995
C 1.93395 1.67771 0.24132
C 0.55395 1.97989 -0.15895
C 0.04403 3.29510 0.04443
C -1.35037 3.68494 0.40773
C -1.47346 5.10381 0.30572
C -0.17093 5.66397 0.03199
C 0.77617 4.57073 -0.06541
Fe -0.11799 4.53100 1.65218
C 1.33054 4.30117 2.98569
C 0.20844 3.42759 3.27820
C -0.97702 4.25206 3.41645
C -0.58622 5.63714 3.21808
C 0.84067 5.66673 2.94515
H 2.16339 0.63904 0.01308
H 2.67912 2.33660 -0.23729
H 2.05119 1.79992 1.32379
H 0.02900 1.28938 -0.82023
H -2.16387 2.99184 0.57818
H -2.42100 5.62240 0.35086
H 0.05580 6.71205 -0.14593
H 1.82561 4.63357 -0.34313
H 2.37339 4.00334 2.92881
H 0.27444 2.36438 3.48983
H -1.95382 3.89752 3.73953
H -1.22211 6.50460 3.35477
H 1.46275 6.55377 2.83598
*
```

As for the energy relative to the best compared isomer or geometry (same formula, charge and spin): 0.0 kJ/mol. The HOMO-LUMO gap (spin up / spin down) is 5.22 / 4.39 eV. As for the expectation value of S²: 6.0664.

---

E
In order: -4090.90647; -4380.24090; -3097.03596
Unit: Ha